Here is C42H64BIrN9O2 as an isolated structure from OMol25. Energies are from ωB97M-V with the def2-TZVPD basis set.

```
119
Properties=species:S:1:pos:R:3:lowdin_charge:R:1
Ir -0.66 -0.76 0.51 1.48
C 0.69 -4.65 -3.11 0.01
C -0.03 -3.42 -2.70 -0.23
C -0.76 -2.55 -3.49 0.06
C -1.27 -1.57 -2.64 -0.21
N -0.86 -1.85 -1.40 0.01
N -0.11 -2.97 -1.43 0.03
B 0.33 -3.69 -0.15 -0.53
N 1.45 -2.92 0.53 0.04
N 1.32 -1.65 0.98 0.01
C 2.45 -1.29 1.61 -0.21
C 3.33 -2.38 1.54 0.05
C 2.67 -3.39 0.86 -0.23
C 3.19 -4.74 0.53 0.01
C 2.82 0.01 2.27 -0.52
C 3.99 0.62 1.48 -0.02
C 3.29 -0.30 3.71 -0.02
C 1.69 1.03 2.32 -0.05
N -0.89 -3.75 0.78 0.04
N -1.64 -2.67 1.07 -0.03
C -2.68 -3.05 1.82 -0.23
C -2.57 -4.43 2.02 0.06
C -1.43 -4.84 1.35 -0.23
C -0.89 -6.22 1.25 0.01
C -3.79 -2.18 2.33 -0.53
C -5.10 -2.60 1.65 -0.02
C -3.51 -0.70 2.04 -0.08
C -3.93 -2.37 3.85 -0.02
C -2.21 -0.46 -3.04 -0.52
C -1.56 0.37 -4.15 -0.02
C -3.49 -1.11 -3.60 -0.02
C -2.59 0.43 -1.86 -0.04
H 0.68 -4.73 -4.19 0.09
H 0.21 -5.54 -2.70 0.10
H 1.72 -4.64 -2.76 0.09
H -0.90 -2.62 -4.56 0.13
H 0.71 -4.78 -0.40 0.12
H 4.32 -2.44 1.94 0.13
H 4.22 -4.81 0.87 0.09
H 3.16 -4.93 -0.54 0.09
H 2.62 -5.52 1.03 0.09
H 4.85 -0.04 1.47 0.09
H 4.29 1.57 1.95 0.10
H 3.69 0.83 0.45 0.08
H 4.10 -1.02 3.73 0.09
H 2.46 -0.69 4.31 0.08
H 3.64 0.62 4.18 0.10
H 1.57 1.49 1.34 0.06
H 1.94 1.82 3.03 0.10
H 0.75 0.59 2.63 0.04
H -3.24 -5.06 2.60 0.13
H -1.52 -6.90 1.81 0.09
H 0.13 -6.27 1.65 0.09
H -0.86 -6.55 0.21 0.09
H -5.04 -2.48 0.57 0.09
H -5.93 -1.99 2.02 0.10
H -5.33 -3.64 1.87 0.09
H -3.38 -0.53 0.97 0.05
H -2.61 -0.41 2.58 0.03
H -4.34 -0.09 2.39 0.11
H -4.15 -3.41 4.09 0.09
H -4.74 -1.75 4.23 0.10
H -3.01 -2.09 4.37 0.08
H -1.35 -0.24 -5.03 0.09
H -0.62 0.80 -3.81 0.06
H -2.22 1.18 -4.45 0.10
H -3.26 -1.80 -4.41 0.09
H -4.16 -0.35 -3.98 0.10
H -4.01 -1.67 -2.82 0.09
H -1.75 1.05 -1.55 0.04
H -2.92 -0.18 -1.01 0.05
H -3.41 1.10 -2.13 0.11
C 3.50 3.24 -3.97 -0.02
C 2.10 2.68 -4.29 -0.55
C 2.18 1.77 -5.52 -0.04
C 1.14 3.84 -4.60 -0.04
C 1.65 1.91 -3.07 -0.14
C 1.98 0.57 -2.88 0.03
C 1.50 -0.13 -1.79 -0.09
N 0.74 0.45 -0.87 0.02
C 0.48 1.76 -0.96 -0.23
C 0.91 2.51 -2.05 0.07
C -0.23 2.33 0.19 -0.25
C 0.06 3.61 0.65 0.06
C -0.43 4.05 1.88 -0.12
C -1.37 3.22 2.49 0.04
C -1.65 1.98 1.95 -0.09
N -1.03 1.49 0.86 -0.01
C 0.09 5.32 2.53 -0.55
C -0.56 6.52 1.84 -0.02
C -0.24 5.35 4.03 -0.05
C 1.62 5.39 2.36 -0.03
H 3.89 3.79 -4.84 0.10
H 4.20 2.44 -3.74 0.09
H 3.47 3.93 -3.13 0.09
H 2.38 2.37 -6.41 0.10
H 1.23 1.25 -5.68 0.09
H 2.97 1.03 -5.44 0.08
H 1.40 4.27 -5.57 0.10
H 1.22 4.64 -3.86 0.08
H 0.11 3.49 -4.65 0.09
H 2.60 0.05 -3.60 0.13
H 1.74 -1.17 -1.66 0.12
H 0.64 3.55 -2.10 0.13
H 0.72 4.23 0.07 0.13
H -1.87 3.51 3.40 0.13
H -2.39 1.35 2.42 0.08
H -1.65 6.49 1.93 0.10
H -0.31 6.56 0.78 0.09
H -0.21 7.44 2.30 0.10
H -1.30 5.53 4.21 0.09
H 0.31 6.17 4.49 0.10
H 0.06 4.42 4.52 0.09
H 1.91 5.49 1.32 0.08
H 2.09 4.49 2.77 0.09
H 2.00 6.25 2.90 0.10
O -0.64 -0.16 4.53 0.12
N -0.37 -1.27 4.22 -0.13
O -0.26 -1.82 3.17 0.04
```

The spin multiplicity is 2. As for the net charge: +2. The gap between HOMO and LUMO (alpha / beta) is 6.673 / 6.556 eV. The value obtained for the maximum force is 0.1111 hartree/bohr. Its expectation value of S² is 1.0985. The total energy is -65600.42170 eV. The energy relative to the best compared isomer or geometry (same formula, charge and spin) comes out at 69.0 kcal per mole.